Molecular formula: C6H6ClF2O6Pd
Method: DFT, ωB97M-V with the def2-TZVPD basis set

Computed properties:
HOMO level (spin up / spin down)   -14.8 / -14.8 eV
2S+1   3
Total charge   +1

Each line ends with the Löwdin charge.
Positions of all 22 atoms, in Å:
Pd -2.25 -1.81 -1.98  0.758
Cl -0.97 -1.46 -0.55  0.596
C 1.59 -0.17 -1.11  -0.096
C 2.21 -1.51 -0.71  -0.371
O 2.45 -1.58 0.66  0.150
C 2.33 -0.30 1.15  -0.419
O 2.71 -0.03 2.27  0.207
O 1.91 0.58 0.09  0.037
F 3.38 -1.61 -1.39  0.087
H 0.55 -0.43 -1.33  -0.005
H 2.18 0.20 -1.95  0.165
H 1.59 -2.36 -0.99  0.137
C -0.92 1.43 0.21  -0.065
C -1.46 0.60 1.33  -0.409
O -2.85 0.44 1.12  0.133
C -3.16 1.14 0.01  -0.597
O -4.28 1.21 -0.41  0.177
O -2.13 1.83 -0.51  0.102
F -1.16 1.10 2.54  0.128
H -0.20 0.92 -0.42  0.055
H -0.40 2.25 0.71  0.163
H -1.13 -0.44 1.27  0.066

Molecular formula: C6H6ClN3O
Method: DFT, ωB97M-V with the def2-TZVPD basis set

Computed properties:
HOMO level   -8.5 eV

Each line ends with the Löwdin charge.
Positions of all 17 atoms, in Å:
C 2.99 0.71 -0.51  -0.243
C 0.04 1.48 1.43  -0.102
C 2.26 0.90 0.61  -0.015
C -0.45 -1.79 1.07  -0.475
C -1.05 0.51 1.22  -0.128
C -1.10 -0.71 -1.80  -0.063
N 3.63 0.48 -1.44  0.160
N 1.16 1.24 0.96  0.070
N -0.51 -0.62 0.50  -0.299
O -0.07 -0.33 -0.84  -0.223
Cl 0.34 -2.98 0.12  0.629
H -0.22 2.38 1.76  0.089
H -1.25 0.19 2.24  0.125
H -1.92 0.91 0.53  0.171
H -1.08 0.18 -2.54  0.117
H -1.96 -0.83 -1.06  0.107
H -0.80 -1.72 -2.24  0.082

Molecular formula: C6H6ClNO
Method: DFT, ωB97M-V with the def2-TZVPD basis set

Computed properties:
HOMO level (spin up / spin down)   -8.3 / -8.3 eV

Each line ends with the Löwdin charge.
Positions of all 15 atoms, in Å:
C -0.12 -1.64 -0.12  -0.138
C -1.37 -1.51 0.08  -0.412
C -1.00 1.48 -0.07  -0.627
C 1.12 -0.81 -0.51  -0.113
C 0.17 1.21 0.90  -0.039
C 0.82 0.65 -0.37  -0.369
N -0.35 1.07 -1.14  0.142
O -2.20 1.65 0.16  -0.103
Cl -2.85 -0.90 0.40  0.943
H 0.38 -2.58 0.08  0.130
H 1.95 -1.30 0.02  0.127
H 1.38 -0.97 -1.49  0.093
H 0.40 2.20 1.36  0.119
H 0.02 0.35 1.61  0.111
H 1.65 1.10 -0.91  0.136

Molecular formula: C6H6ClNO3
Method: DFT, ωB97M-V with the def2-TZVPD basis set

Computed properties:
HOMO level (spin up / spin down)   -9.5 / -9.5 eV
SMILES string   O=C(Cl)C/C=C\C=C=[N+]([O-])O

Each line ends with the Löwdin charge.
Positions of all 17 atoms, in Å:
C -0.40 -0.04 -1.56  -0.087
C 0.04 -1.37 -1.13  -0.026
C -0.30 1.07 -0.82  -0.116
C 0.63 -1.68 0.00  -0.004
C 0.50 1.04 0.41  -0.213
C 0.62 2.41 1.01  -0.828
N 1.17 -2.31 0.92  -0.306
O 0.80 -2.89 1.92  0.020
O 2.60 -2.26 0.79  0.087
O 0.41 2.74 2.15  0.050
Cl 1.24 3.60 -0.09  0.734
H -0.87 0.15 -2.57  0.123
H -0.03 -2.14 -1.90  0.121
H -0.81 2.02 -0.88  0.101
H 0.04 0.34 1.27  0.190
H 1.49 0.74 0.33  0.103
H 2.95 -2.48 1.59  0.050

Molecular formula: C6H6ClO2
Method: DFT, ωB97M-V with the def2-TZVPD basis set

Computed properties:
HOMO level   -3.2 eV
Total charge   -1

Each line ends with the Löwdin charge.
Positions of all 15 atoms, in Å:
C -1.11 -0.99 0.72  -0.021
C -3.00 -0.18 0.01  -0.580
C -3.31 1.16 0.03  -0.621
C -0.20 -1.04 -0.52  -0.254
C 0.09 -0.02 0.51  -0.441
C 0.06 1.49 0.42  -0.095
O -3.48 2.17 0.70  0.045
O -3.35 0.68 -1.23  0.010
Cl -4.32 -1.35 0.30  0.536
H 0.51 -1.86 -0.54  0.065
H -0.68 -0.85 -1.42  0.059
H 0.93 -0.31 1.22  0.125
H -0.96 1.92 0.17  0.070
H 0.79 1.95 -0.31  0.076
H 0.39 1.80 1.36  0.027

Molecular formula: C6H6CsO
Method: DFT, ωB97M-V with the def2-TZVPD basis set

Computed properties:
HOMO level (spin up / spin down)   -2.4 / -3.1 eV
Total charge   -1

Each line ends with the Löwdin charge.
Positions of all 14 atoms, in Å:
Cs 0.71 0.22 -3.17  0.980
C 1.13 -0.67 0.54  -0.323
C -0.09 -1.39 0.05  -0.263
C -1.28 -0.72 -0.13  -0.213
C -1.51 0.49 0.79  -0.139
C -0.49 0.60 1.86  -0.283
C 0.80 0.22 1.76  -0.107
H 2.01 -1.28 0.69  0.075
H -0.03 -2.46 -0.11  0.061
H -2.01 1.18 0.09  0.077
H -0.77 0.43 -0.30  0.067
H -0.86 1.00 2.80  0.049
H 1.41 0.21 -0.09  0.058
O 0.97 2.16 -4.78  -1.039

Molecular formula: C6H6F2
Method: DFT, ωB97M-V with the def2-TZVPD basis set

Computed properties:
HOMO level   -9.5 eV

Each line ends with the Löwdin charge.
Positions of all 14 atoms, in Å:
C 1.08 -0.41 0.35  -0.386
C -0.11 -0.91 -0.25  -0.141
C -1.36 -0.14 0.05  -0.429
C -1.63 0.73 1.08  0.054
C 1.35 1.03 0.02  -0.022
C 1.35 2.16 -0.66  0.160
H 0.88 -0.27 1.44  0.138
H 0.01 -0.78 -1.47  0.200
H -0.27 -1.97 0.02  0.146
H -2.62 1.15 1.26  0.032
H -1.01 1.00 2.30  0.179
H 1.24 3.19 -0.85  0.004
F 2.03 -1.47 0.13  -0.030
F -2.28 -0.43 -0.82  0.094

Molecular formula: C6H6F2N2
Method: DFT, ωB97M-V with the def2-TZVPD basis set

Computed properties:
HOMO level   -9.8 eV
SMILES string   NC(F)(F)c1ccncc1

Each line ends with the Löwdin charge.
Positions of all 16 atoms, in Å:
C -0.59 -0.96 0.55  -0.056
C -0.79 1.29 -0.36  -0.026
C -1.96 -0.95 0.47  -0.162
C -2.12 1.18 -0.26  -0.162
C -0.03 0.16 0.04  -0.051
C 1.80 0.28 0.08  -0.480
N -2.68 0.13 0.29  0.057
N 2.44 -0.75 -0.75  0.105
F 2.20 1.56 -0.21  0.054
F 2.04 0.25 1.41  0.065
H 0.10 -1.78 0.71  0.111
H -0.25 2.07 -0.88  0.111
H -2.61 -1.82 0.82  0.130
H -2.82 1.92 -0.54  0.101
H 3.45 -1.00 -0.55  0.117
H 1.81 -1.58 -0.82  0.087

Molecular formula: C6H6F3N2O2
Method: DFT, ωB97M-V with the def2-TZVPD basis set

Computed properties:
HOMO level (spin up / spin down)   -13.6 / -13.6 eV
SMILES string   [NH2+]=c1cc[nH]c(OC(F)(F)F)c1O
Total charge   +1

Each line ends with the Löwdin charge.
Positions of all 19 atoms, in Å:
C -0.87 1.31 1.44  0.041
C 0.39 1.70 0.97  -0.005
C -1.41 0.06 1.00  -0.223
C -0.85 -0.58 -0.17  -0.160
C 0.53 -0.22 -0.41  -0.131
C 2.33 -0.87 -1.82  -0.702
N 1.10 0.89 0.14  0.152
N -2.56 -0.33 1.51  0.181
O -1.49 -1.63 -0.70  0.109
O 1.20 -1.19 -1.08  0.184
F 3.42 -0.91 -1.02  0.190
F 2.21 0.29 -2.42  0.216
F 2.49 -1.73 -2.77  0.241
H -1.37 1.86 2.27  0.148
H 0.87 2.65 1.08  0.140
H 1.96 1.27 -0.24  0.176
H -2.62 -0.13 2.46  0.100
H -3.27 -1.08 1.22  0.184
H -2.06 -1.37 -1.45  0.159

Molecular formula: C6H6F3NO3S
Method: DFT, ωB97M-V with the def2-TZVPD basis set

Computed properties:
HOMO level (spin up / spin down)   -9.1 / -9.1 eV

Each line ends with the Löwdin charge.
Positions of all 20 atoms, in Å:
C 1.75 -1.92 -1.56  -0.554
C -0.61 -0.29 0.58  -0.499
C 2.34 -0.72 -2.17  -0.452
C 0.73 -0.66 0.19  -0.104
C -1.78 1.47 1.65  -0.017
C 1.90 -0.10 1.13  -0.647
N 1.00 -1.79 -0.48  0.126
O 1.92 -3.03 -2.00  0.117
O -1.56 -0.79 0.02  0.141
O -0.55 0.82 1.30  -0.054
F 1.70 -0.36 2.41  0.189
F 3.01 -0.68 0.74  0.181
F 2.01 1.18 0.85  0.125
S 1.34 0.78 -1.91  0.786
H 3.32 -0.54 -1.82  0.070
H 2.39 -0.81 -3.22  0.063
H -1.47 2.57 1.60  0.116
H -2.25 1.23 2.68  0.122
H -2.49 1.21 0.78  0.116
H 0.36 -2.53 -0.32  0.178

Molecular formula: C6H6F4N2
Method: DFT, ωB97M-V with the def2-TZVPD basis set

Computed properties:
HOMO level   -9.3 eV
SMILES string   CC(F)(F)C(F)(F)n1ccnc1

Each line ends with the Löwdin charge.
Positions of all 18 atoms, in Å:
C -2.43 1.32 -0.72  -0.115
C -1.48 1.35 0.32  -0.014
C -1.58 -0.64 -0.64  -0.170
C 1.93 -0.73 -0.86  0.031
C 1.77 -0.14 0.51  -0.439
C 0.17 -0.32 1.18  -0.412
N -2.49 0.06 -1.29  0.055
N -0.91 0.07 0.33  0.021
F 2.58 -0.76 1.41  0.088
F 1.97 1.20 0.56  0.098
F 0.25 0.50 2.24  0.131
F 0.04 -1.61 1.61  0.122
H -3.12 2.02 -1.04  0.070
H -1.04 2.13 0.89  0.107
H -1.45 -1.73 -0.91  0.148
H 1.26 -0.32 -1.57  0.074
H 1.67 -1.85 -0.75  0.137
H 2.87 -0.56 -1.26  0.066

Molecular formula: C6H6F5N
Method: DFT, ωB97M-V with the def2-TZVPD basis set

Computed properties:
HOMO level   -8.1 eV
SMILES string   FC(F)=C(F)F.CN(C)C#CF

Each line ends with the Löwdin charge.
Positions of all 18 atoms, in Å:
C -1.22 0.10 -1.47  -0.107
C -1.06 0.72 -2.52  -0.099
C 2.35 1.50 0.27  -0.292
C 2.11 0.26 0.67  -0.311
C -0.76 -1.85 0.05  -0.018
C -1.33 0.32 0.90  -0.105
N -1.14 -0.42 -0.28  -0.235
F -1.48 1.17 -3.67  0.057
F 2.80 1.89 -0.90  0.173
F 1.97 2.53 1.04  0.130
F 1.64 -0.14 1.82  0.162
F 2.44 -0.78 -0.12  0.127
H 0.15 -1.90 0.52  0.028
H -1.60 -2.43 0.63  0.130
H -0.67 -2.34 -0.90  0.080
H -2.41 0.02 1.41  0.142
H -0.67 -0.06 1.64  0.036
H -1.14 1.41 0.89  0.102

Molecular formula: C6H6F8O9S2V
Method: DFT, ωB97M-V with the def2-TZVPD basis set

Computed properties:
HOMO level (spin up / spin down)   -3.2 / -3.2 eV
2S+1   2
Total charge   -2

Each line ends with the Löwdin charge.
Positions of all 32 atoms, in Å:
O -1.38 -0.52 2.38  -0.372
V -0.45 -1.08 1.18  1.070
F 0.79 -1.45 -0.64  -0.538
F 0.40 -3.08 1.60  -0.544
C 3.62 -0.78 3.45  -0.626
F 2.80 -1.49 4.25  0.109
F 3.78 0.42 3.99  0.112
F 4.85 -1.33 3.31  0.095
S 2.77 -0.61 1.73  0.539
O 2.95 -1.89 1.00  -0.321
O 1.35 -0.39 2.06  -0.404
O 3.46 0.51 1.16  -0.329
C -4.74 -2.76 -0.80  -0.655
F -5.03 -3.74 0.08  0.106
F -5.26 -3.02 -1.95  0.155
F -5.29 -1.65 -0.24  0.085
S -2.84 -2.37 -1.17  0.539
O -2.28 -3.56 -1.83  -0.330
O -3.02 -1.20 -2.01  -0.337
O -2.15 -1.94 0.04  -0.388
O -0.50 1.01 0.27  0.075
C -0.10 1.83 -0.49  -0.469
O -0.86 2.85 -0.82  0.063
C -0.35 3.66 -1.86  -0.151
C 1.13 3.12 -2.00  -0.128
C 1.20 1.75 -1.22  -0.023
H -0.17 4.72 -1.67  0.109
H -0.92 3.51 -2.77  0.118
H 1.79 3.89 -1.59  0.099
H 1.23 2.94 -3.07  0.097
H 2.06 1.78 -0.55  0.112
H 1.17 0.84 -1.81  0.131

Molecular formula: C6H6FN
Method: DFT, ωB97M-V with the def2-TZVPD basis set

Computed properties:
HOMO level   -10.3 eV

Each line ends with the Löwdin charge.
Positions of all 14 atoms, in Å:
C 2.70 -0.08 -0.62  -0.254
C 1.14 -1.44 0.51  0.025
C -1.14 -0.54 -0.81  0.233
C 2.39 -0.97 0.49  -0.120
C -1.43 0.29 0.16  -0.513
C -2.39 1.30 -0.39  -0.058
N 2.90 0.71 -1.41  0.145
F -1.09 0.42 1.47  0.054
H 0.84 -1.99 1.28  0.036
H 0.38 -1.32 -0.26  -0.003
H 3.30 -1.33 1.09  0.138
H -1.71 2.22 -0.15  0.130
H -3.37 1.48 0.12  0.098
H -2.52 1.23 -1.48  0.087

Molecular formula: C6H6FeO5
Method: DFT, ωB97M-V with the def2-TZVPD basis set

Computed properties:
HOMO level (spin up / spin down)   -20.2 / -24.3 eV
2S+1   6
Total charge   +3

Each line ends with the Löwdin charge.
Positions of all 18 atoms, in Å:
Fe -0.08 -0.02 -0.36  0.481
O -0.04 2.25 1.52  0.302
C -0.03 1.35 0.78  -0.139
C -0.08 -1.49 0.62  -0.096
O -0.13 -2.44 1.27  0.340
C 1.51 -0.06 0.44  -0.138
O 2.60 -0.07 0.88  0.308
C -1.72 -0.01 0.31  -0.051
O -2.81 0.01 0.72  0.354
C -0.09 0.77 -2.68  0.079
H -1.03 1.35 -2.68  0.131
H 0.85 1.35 -2.73  0.132
C -0.09 -0.59 -2.74  0.073
H 0.84 -1.17 -2.87  0.131
H -1.02 -1.18 -2.82  0.129
O 0.69 -0.18 3.17  0.546
H 0.74 0.71 3.57  0.205
H -0.09 -0.59 3.60  0.212

The evaluated molecular weight for the records listed, in turn: 354.0, 171.6, 143.6, 175.6, 145.6, 227.0, 116.1, 144.1, 195.1, 229.2, 182.1, 187.1, 489.2, 111.1, 214.0 g mol⁻¹.